Here is C2H2AgCl6F2 as an isolated structure in a non-equilibrium geometry from OMol25. Energies are from ωB97M-V/def2-TZVPD.

The calculation puts the frontier orbital gap (spin up / spin down) at 0.3162 / 0.2229 Eh. Its total energy is -86671.202 eV. For the molar mass, the calculation gives 384.620 g/mol. As for the largest force on an atom: 2.48 eV Å⁻¹. The spin multiplicity is 2. The energy above the lowest of the compared OMol25 structures with the same formula, charge and spin is 50.8 kJ/mol. The highest occupied orbital energy (spin up / spin down) comes out at -10.6990 / -10.6931 eV.

```
13
Properties=species:S:1:pos:R:3:lowdin_spin:R:1
Cl -10.02177 8.69257 -14.13231 -0.0002
Cl -14.68235 9.88768 -9.44393 -0.0001
Ag -13.08550 12.34752 -14.39067 0.1942
C -11.35655 8.07169 -13.20568 0.0018
Cl -14.88706 8.87237 -12.12870 -0.0005
F -12.15941 10.73673 -13.22559 0.2776
Cl -11.64896 6.37151 -13.48514 0.0012
C -14.21778 10.16539 -11.10427 -0.0002
Cl -11.05672 8.38036 -11.46388 0.0031
Cl -14.85819 11.70743 -11.67251 -0.0058
H -13.13443 10.17348 -11.12313 0.0000
H -12.26119 8.59814 -13.48297 0.0007
F -11.19935 13.39676 -13.77573 0.5280
```